Molecular formula: C28H30BMnN2O7S2
Method: DFT, ωB97M-V with the def2-TZVPD basis set

```
71
Properties=species:S:1:pos:R:3
Mn -0.07723 -0.85284 -0.90927
C -5.33208 4.26191 2.31059
C -4.12815 3.37091 2.18181
C -3.92745 2.60603 1.03527
C -2.83629 1.75971 0.92293
C -1.93415 1.67271 1.97382
C -2.11465 2.42192 3.12974
C -3.20695 3.26740 3.22154
S -0.49446 0.65749 1.88013
O -0.25533 0.10855 3.18140
O 0.56699 1.40793 1.26335
N -0.89019 -0.52528 0.80733
C -1.60882 -1.63600 1.32610
C -2.43039 -1.67288 2.42290
C -3.06672 -2.87591 2.80313
C -2.89115 -4.03444 2.10467
C -2.06216 -4.02851 0.95877
C -1.81218 -5.16281 0.16010
C -1.00491 -5.05747 -0.94156
C -0.44998 -3.81421 -1.25941
N -0.65717 -2.73358 -0.53335
C -1.44470 -2.82513 0.57851
H -5.66511 4.62143 1.33800
H -5.12088 5.12201 2.94418
H -6.16133 3.71444 2.76304
H -4.63899 2.67049 0.22101
H -2.69568 1.16111 0.03278
H -1.40995 2.33259 3.94593
H -3.34977 3.85466 4.12029
H -2.58713 -0.79026 3.02403
H -3.70141 -2.86644 3.67888
H -3.37449 -4.95298 2.40926
H -2.26473 -6.10985 0.42655
H -0.79462 -5.90872 -1.57208
H 0.17036 -3.70783 -2.13942
O 2.26123 -2.37313 0.18758
B 1.82919 -1.19015 -0.37057
O 2.73215 -0.16028 -0.21432
C 3.74544 -0.71050 0.55072
C 4.87881 -0.10382 1.03521
C 5.73895 -0.90751 1.78110
C 5.45794 -2.24918 2.02021
C 4.30194 -2.85015 1.52470
C 3.46692 -2.04398 0.79119
H 5.08669 0.94075 0.85006
H 6.64452 -0.47621 2.18482
H 6.14923 -2.83940 2.60560
H 4.06900 -3.88940 1.70873
C 2.54754 -1.70593 -4.16855
O 2.39784 -1.51801 -2.72964
C 1.21458 -1.30871 -2.25083
O 0.15684 -1.26783 -2.87608
H 3.20221 -0.91283 -4.51561
H 1.58043 -1.66197 -4.65805
H 3.01851 -2.67386 -4.30683
C 2.58038 2.97488 -1.99557
C 1.51818 3.21046 -0.93794
S -0.08227 2.44600 -1.24347
O 0.24800 0.98633 -1.59352
C -0.53003 3.15058 -2.85765
C -0.20511 2.26718 -4.05212
H 3.53536 3.33980 -1.61798
H 2.37013 3.50461 -2.92327
H 2.68888 1.91004 -2.19751
H 1.29153 4.26883 -0.78533
H 1.80383 2.78492 0.02131
H -0.04279 4.12562 -2.90718
H -1.60404 3.32424 -2.78864
H 0.85867 2.06455 -4.13813
H -0.53369 2.77383 -4.95958
H -0.72511 1.31410 -3.98383
```

Computed properties:
* LUMO energy (spin up / spin down): -3.166 / -3.212 eV
* electronic energy: -3693.253890 Eh
* net charge: +1
* spin multiplicity: 2
* ⟨S²⟩: 0.76
* F_max: 0.8 eV Å⁻¹
* Kohn-Sham gap (spin up / spin down): 7.75 / 7.73 eV

Molecular formula: C28H30BaCl5N4O6P2S2
Method: DFT, ωB97M-V with the def2-TZVPD basis set

```
78
Properties=species:S:1:pos:R:3
Ba 0.05447 -1.35599 0.57771
C -2.17823 4.29873 1.98213
P -1.86573 3.65200 0.30366
C -0.13511 3.06855 0.05154
C -2.24770 4.86542 -0.99222
C -3.30896 4.04369 -1.85495
P -3.54903 2.61610 -0.78399
C -4.16519 1.05214 -1.59687
C -5.02357 3.14324 0.16656
H -1.80369 5.30401 2.11806
H -1.60418 3.69291 2.67577
H -3.24002 4.32368 2.28318
H 0.51382 3.80658 0.52353
H 0.16007 2.95760 -1.03324
H -0.02065 2.12363 0.54166
H -1.35727 4.98674 -1.61207
H -2.63813 5.81148 -0.58143
H -2.81368 3.69292 -2.78668
H -4.25453 4.61997 -1.92374
H -5.24991 1.13060 -1.82633
H -3.96277 0.20113 -1.00407
H -3.60943 1.06978 -2.57198
H -4.87134 4.11425 0.62514
H -5.33311 2.47562 0.96232
H -5.82216 3.22648 -0.54408
O 2.52159 -1.13406 -3.43152
C 3.50539 -0.20666 -3.26584
C 4.73717 -0.39344 -3.87403
C 5.80701 0.37888 -3.50164
C 5.69752 1.37227 -2.51298
C 4.46297 1.53360 -1.88663
C 3.36668 0.70977 -2.20290
C 2.24232 0.56125 -1.19884
O 1.17637 -0.12116 -1.48297
N 2.61887 0.90762 -0.00163
N 1.90242 0.53149 1.06316
C 2.52184 0.85223 2.25700
S 4.33002 1.22150 2.21581
C 4.17349 2.54893 3.45010
C 2.75724 2.57705 4.09722
S 1.78070 1.06219 3.82232
H 1.77194 -0.80879 -2.82885
H 4.79799 -1.18156 -4.61626
H 6.69842 0.33231 -4.07208
H 6.55350 2.04263 -2.31468
H 4.31462 2.29388 -1.05868
H 4.46817 3.41437 2.87343
H 4.88133 2.38187 4.23413
H 2.22376 3.51973 3.79911
H 2.80405 2.59710 5.15349
C 1.90955 -4.52665 -1.76760
C 0.44710 -4.33279 -1.95749
N -0.32498 -3.40499 -1.40259
C -1.57837 -3.52740 -1.90562
C -1.64271 -4.72455 -2.62277
N -0.30433 -5.13305 -2.71787
C -2.74161 -5.61787 -3.16179
O -3.94893 -5.11384 -2.99073
O -2.38832 -6.68333 -3.68511
C -2.66183 -2.52158 -1.49967
O -3.75401 -2.85018 -2.04384
O -2.39961 -1.65378 -0.62952
H 2.07642 -4.92270 -0.76015
H 2.35099 -3.54889 -1.91990
H 2.23724 -5.30696 -2.49250
H -0.13971 -6.07505 -2.99333
H -4.05034 -4.13894 -2.45357
Cl -2.54365 -0.74200 2.83334
C -1.46203 -1.95125 3.60179
C -0.35683 -2.29247 2.94722
C 0.54831 -3.16046 3.40247
Cl 1.96623 -3.59494 2.45274
C 0.29776 -3.75113 4.64491
Cl 1.41106 -4.74938 5.40762
C -0.82095 -3.36511 5.47300
Cl -1.00148 -3.98349 7.12971
C -1.80118 -2.41993 4.89553
Cl -3.11312 -1.82158 5.79989
```

Computed properties:
* LUMO energy: 1.635 eV
* energy relative to the best compared isomer or geometry (same formula, charge and spin): 163.3 kcal per mole
* electronic energy: -5560.968452 Eh
* net charge: -1
* spin multiplicity: 1
* F_max: 5.1 eV Å⁻¹
* Kohn-Sham gap: 3.63 eV